The following is a quantum chemistry calculation of C29H24N4O6PbSe as an isolated structure, from OMol25.

Each line ends with the natural charge from an NBO analysis.
CARTESIAN COORDINATES (ANGSTROEM)
Pb1 -1.55 -0.89 -0.30  1.269
C1 -2.39 3.89 3.33  -0.084
O1 -2.12 2.68 4.05  -0.512
C2 -1.70 1.79 3.10  0.539
N1 -1.81 2.12 1.88  -0.439
C3 -2.45 3.44 1.86  -0.147
C4 -1.80 4.36 0.86  0.073
C5 -1.14 3.84 -0.25  -0.217
C6 -0.58 4.70 -1.19  -0.197
C7 -0.69 6.07 -1.05  -0.236
C8 -1.36 6.60 0.05  -0.212
C9 -1.91 5.74 0.99  -0.265
C10 -1.15 0.51 3.60  0.102
C11 -1.08 0.24 4.96  -0.226
C12 -0.53 -0.99 5.34  -0.188
C13 -0.08 -1.85 4.37  -0.169
C14 -0.18 -1.47 3.03  0.220
N2 -0.71 -0.32 2.66  -0.370
C15 0.33 -2.40 1.95  0.618
N3 0.39 -1.89 0.67  -0.821
C16 1.37 -2.69 -0.02  -0.114
C17 2.30 -3.18 1.13  -0.070
O2 1.64 -2.81 2.33  -0.544
C18 2.16 -1.94 -1.08  0.094
C19 2.95 -2.66 -1.96  -0.235
C20 3.68 -2.02 -2.95  -0.224
C21 3.62 -0.64 -3.06  -0.234
C22 2.84 0.09 -2.18  -0.199
C23 2.11 -0.56 -1.19  -0.225
H1 -1.58 4.60 3.51  0.175
H2 -3.33 4.30 3.70  0.183
H3 -3.49 3.29 1.55  0.204
H4 -1.05 2.77 -0.37  0.263
H5 -0.07 4.27 -2.05  0.221
H6 -0.26 6.74 -1.79  0.201
H7 -1.45 7.67 0.17  0.196
H8 -2.44 6.16 1.84  0.196
H9 -1.46 0.95 5.68  0.216
H10 -0.48 -1.26 6.39  0.200
H11 0.32 -2.82 4.61  0.237
H12 0.92 -3.56 -0.51  0.180
H13 3.27 -2.67 1.10  0.168
H14 2.46 -4.26 1.10  0.167
H15 2.96 -3.75 -1.91  0.196
H16 4.27 -2.60 -3.65  0.193
H17 4.15 -0.13 -3.86  0.191
H18 2.75 1.16 -2.28  0.194
H19 1.49 0.00 -0.51  0.235
N4 -0.90 -0.61 -2.27  -1.167
C24 -0.35 -1.19 -3.33  0.180
C25 -0.23 -2.60 -3.54  -0.277
C26 0.34 -3.15 -4.67  -0.226
C27 0.85 -2.35 -5.69  -0.373
C28 0.75 -0.97 -5.53  -0.215
C29 0.18 -0.40 -4.41  -0.312
H20 -0.62 -3.25 -2.76  0.191
H21 0.40 -4.23 -4.75  0.180
H22 1.31 -2.79 -6.57  0.177
H23 1.14 -0.31 -6.31  0.174
H24 0.12 0.67 -4.31  0.189
O3 -0.39 -3.72 2.09  -0.849
Se1 -2.14 -3.90 2.10  2.765
O4 -2.63 -3.21 3.49  -1.084
O5 -2.69 -3.10 0.79  -1.099
O6 -2.29 -5.50 2.03  -1.058

Calculated values
HOMO energy = -0.51 eV
net charge = -2
LUMO energy = 3.92 eV
E = -4384.17592 Eh

---

The following is a quantum chemistry calculation of C29H24N6O4PtSSe as an isolated structure, from OMol25.

Each line ends with the natural charge from an NBO analysis.
CARTESIAN COORDINATES (ANGSTROEM)
Pt1 0.62 -0.67 0.39  1.304
C1 0.33 -4.92 1.20  -0.235
C2 0.10 -3.65 0.64  0.108
N1 0.80 -2.60 1.01  -0.418
C3 1.86 -2.79 1.85  0.144
C4 2.16 -4.01 2.45  -0.062
C5 1.32 -5.09 2.14  -0.077
C6 3.33 -4.07 3.28  -0.158
C7 4.18 -3.02 3.39  -0.159
C8 3.95 -1.80 2.67  -0.079
C9 4.84 -0.71 2.60  -0.079
C10 4.56 0.34 1.77  -0.236
C11 3.37 0.36 1.03  0.081
N2 2.48 -0.61 1.15  -0.417
C12 2.77 -1.69 1.93  0.228
H1 -0.29 -5.74 0.88  0.256
H2 -0.62 -3.51 -0.15  0.220
H3 1.49 -6.06 2.58  0.249
H4 3.55 -5.00 3.78  0.247
H5 5.07 -3.10 3.99  0.247
H6 5.76 -0.74 3.17  0.248
H7 5.25 1.16 1.65  0.256
H8 3.14 1.14 0.32  0.252
C13 -3.89 -1.66 0.40  -0.248
C14 -2.50 -1.68 0.24  0.104
N3 -1.68 -0.77 0.73  -0.486
C15 -2.23 0.28 1.39  0.240
C16 -3.62 0.39 1.60  -0.098
C17 -4.45 -0.62 1.09  -0.083
C18 -4.16 1.52 2.29  -0.158
C19 -3.36 2.52 2.72  -0.187
C20 -1.95 2.46 2.51  -0.001
C21 -1.09 3.51 2.87  -0.114
C22 0.25 3.41 2.58  -0.238
C23 0.71 2.25 1.95  0.084
N4 -0.06 1.23 1.65  -0.438
C24 -1.38 1.33 1.88  0.113
H9 -4.48 -2.45 -0.02  0.249
H10 -2.07 -2.48 -0.35  0.200
H11 -5.52 -0.56 1.24  0.241
H12 -5.23 1.56 2.44  0.238
H13 -3.77 3.38 3.23  0.240
H14 -1.50 4.38 3.36  0.240
H15 0.94 4.21 2.82  0.247
H16 1.76 2.16 1.71  0.202
C25 -2.73 0.31 -4.62  -0.411
N5 -1.67 1.31 -4.78  -0.293
C26 -0.93 1.48 -5.90  -0.006
C27 0.00 2.44 -5.62  0.007
N6 -0.19 2.83 -4.34  -0.286
C28 0.67 3.75 -3.60  -0.409
C29 -1.23 2.13 -3.81  0.161
Se1 -1.80 2.22 -2.07  0.280
H17 -3.12 0.08 -5.60  0.231
H18 -3.51 0.73 -3.99  0.239
H19 -2.31 -0.57 -4.15  0.246
H20 -1.11 0.92 -6.80  0.256
H21 0.77 2.87 -6.23  0.255
H22 1.31 4.25 -4.32  0.232
H23 1.27 3.17 -2.90  0.246
H24 0.06 4.48 -3.08  0.235
O1 0.98 0.96 -0.94  -0.959
S1 0.75 0.00 -2.14  2.530
O2 1.22 0.57 -3.36  -0.932
O3 -0.70 -0.32 -2.12  -0.978
O4 1.53 -1.20 -1.70  -0.911

Calculated values
HOMO energy (spin up / spin down) = -11.94 / -11.95 eV
net charge = +2
LUMO energy (spin up / spin down) = -8.54 / -8.54 eV
E = -4667.39785 Eh
energy relative to the best compared isomer or geometry (same formula, charge and spin) = 4.232 eV

---

The following is a quantum chemistry calculation of C29H25AsIrN4O9 as an isolated structure, from OMol25.

Each line ends with the natural charge from an NBO analysis.
CARTESIAN COORDINATES (ANGSTROEM)
Ir1 1.72 0.53 -0.34  1.126
C1 5.10 0.73 0.48  -0.104
C2 5.07 0.34 -0.84  -0.175
C3 4.19 0.95 -1.73  -0.087
C4 3.33 1.96 -1.28  -0.346
C5 3.40 2.38 0.09  -0.260
C6 4.26 1.76 0.95  -0.184
H1 5.80 0.26 1.16  0.259
H2 5.72 -0.45 -1.20  0.271
H3 4.18 0.66 -2.77  0.263
H4 2.81 2.58 -2.00  0.266
H5 2.83 3.24 0.41  0.272
H6 4.32 2.09 1.98  0.262
O1 -0.76 -1.24 -0.98  -0.607
C7 0.27 -1.69 -1.47  0.679
N1 1.48 -1.04 -1.48  -0.552
C8 2.49 -1.93 -1.93  0.679
O2 3.66 -1.68 -1.97  -0.526
C9 1.79 -3.16 -2.38  -0.146
C10 2.29 -4.31 -2.95  -0.134
C11 1.38 -5.31 -3.27  -0.152
C12 0.02 -5.15 -3.02  -0.151
C13 -0.47 -3.99 -2.44  -0.167
C14 0.44 -3.00 -2.13  -0.065
H7 3.36 -4.43 -3.12  0.250
H8 1.73 -6.22 -3.74  0.247
H9 -0.66 -5.96 -3.26  0.247
H10 -1.53 -3.87 -2.23  0.247
C15 -1.18 1.22 -2.68  -0.947
As1 -0.31 1.49 -0.98  1.415
C16 -0.06 3.41 -0.99  -0.987
C17 -1.74 1.20 0.32  -0.745
C18 -3.00 1.98 0.04  -0.019
C19 -3.20 3.26 0.50  -0.235
C20 -4.47 3.97 0.30  -0.171
C21 -5.52 3.38 -0.37  -0.204
C22 -5.35 2.10 -0.83  -0.172
C23 -4.07 1.39 -0.63  -0.221
H11 -1.92 2.01 -2.80  0.281
H12 -1.64 0.24 -2.69  0.271
H13 -0.46 1.29 -3.49  0.258
H14 -1.01 3.91 -1.17  0.286
H15 0.62 3.67 -1.79  0.246
H16 0.36 3.73 -0.04  0.256
H17 -1.34 1.46 1.29  0.237
H18 -1.92 0.13 0.27  0.276
H19 -2.41 3.75 1.06  0.206
H20 -4.57 4.97 0.69  0.234
H21 -6.45 3.91 -0.53  0.244
H22 -6.16 1.59 -1.34  0.235
H23 -3.98 0.38 -1.00  0.212
O3 -2.47 -0.29 6.07  -0.336
N2 -2.24 -1.29 5.43  0.526
O4 -2.71 -2.39 5.62  -0.319
C24 -1.31 -1.15 4.30  0.027
C25 -0.63 0.03 4.14  -0.119
C26 0.19 0.16 3.03  -0.058
C27 0.44 -0.87 2.09  0.425
O5 1.33 -0.77 1.14  -0.651
C28 -0.27 -2.06 2.35  -0.028
C29 -1.14 -2.20 3.41  -0.106
N3 -0.11 -3.28 1.51  0.536
O6 0.87 -3.35 0.79  -0.368
O7 -0.94 -4.15 1.63  -0.322
N4 0.84 1.45 2.87  0.558
O8 1.12 2.11 3.83  -0.246
O9 1.02 1.84 1.70  -0.496
H24 -0.75 0.84 4.85  0.299
H25 -1.66 -3.13 3.57  0.309

Calculated values
<S²> = 0.760
HOMO energy (spin up / spin down) = -13.84 / -13.84 eV
net charge = +2
LUMO energy (spin up / spin down) = -9.07 / -9.75 eV
2S+1 = 2
E = -4355.45881 Eh
energy relative to the best compared isomer or geometry (same formula, charge and spin) = 2.194 eV

---

The following is a quantum chemistry calculation of C29H25CeNO6S3 as an isolated structure, from OMol25.

Each line ends with the Mulliken charge.
CARTESIAN COORDINATES (ANGSTROEM)
Ce1 0.45 2.20 -0.36  0.218
C1 -0.29 4.54 1.28  -0.717
C2 0.33 3.54 2.12  -0.287
C3 1.71 3.45 1.73  -0.858
C4 1.89 4.42 0.71  -0.409
C5 0.69 5.02 0.39  -0.641
H1 -1.34 4.77 1.28  0.364
H2 -0.21 2.91 2.84  0.832
H3 2.45 2.71 2.11  0.432
H4 2.84 4.76 0.33  0.589
H5 0.58 5.85 -0.24  0.537
O1 -2.75 3.37 -2.47  -0.702
S1 -1.50 2.69 -2.60  1.022
O2 -1.01 2.64 -3.92  -0.645
O3 -0.47 3.50 -1.75  -0.415
O4 -1.45 1.36 -1.87  -0.389
C6 -2.81 -5.13 -0.07  -2.228
C7 -2.64 -3.62 -0.39  2.236
C8 -3.22 -2.84 0.82  -1.801
C9 -3.50 -3.32 -1.66  -1.634
C10 -1.20 -3.21 -0.63  -0.114
C11 -0.19 -4.17 -0.84  -0.541
C12 1.04 -3.81 -1.29  -1.403
C13 1.33 -2.47 -1.53  1.074
S2 2.69 -1.88 -2.39  -0.608
C14 1.98 -0.20 -2.17  1.241
N1 0.87 -0.15 -1.55  0.387
C15 0.42 -1.46 -1.27  -2.142
C16 -0.85 -1.87 -0.78  0.920
C17 2.78 0.92 -2.57  0.453
C18 3.93 0.69 -3.35  -1.093
C19 4.75 1.75 -3.60  -0.505
C20 4.46 3.02 -3.03  -0.915
C21 3.26 3.22 -2.36  -0.177
C22 2.39 2.17 -2.04  0.496
H6 -3.87 -5.34 -0.12  0.487
H7 -2.45 -5.36 0.91  0.403
H8 -2.31 -5.73 -0.84  0.443
H9 -4.32 -3.06 0.99  0.378
H10 -3.29 -1.79 0.56  0.386
H11 -2.57 -2.88 1.66  0.484
H12 -4.63 -3.56 -1.53  0.356
H13 -3.08 -3.91 -2.45  0.419
H14 -3.49 -2.27 -1.91  0.350
H15 -0.34 -5.21 -0.64  0.413
H16 1.83 -4.52 -1.53  0.317
H17 -1.62 -1.11 -0.65  0.699
H18 4.23 -0.34 -3.62  0.261
H19 5.69 1.64 -4.11  0.361
H20 5.18 3.82 -3.27  0.303
H21 3.02 4.25 -2.05  0.390
O5 2.17 -1.08 2.20  -0.806
C23 1.35 -0.20 1.99  0.014
O6 1.50 0.67 1.02  -0.375
C24 0.22 -0.01 2.96  0.768
C25 0.40 -0.65 4.19  -0.647
C26 -0.56 -0.60 5.16  -0.360
C27 -1.71 0.17 5.00  -0.783
C28 -1.90 0.80 3.77  -0.709
C29 -0.97 0.62 2.69  0.634
S3 -1.67 0.88 1.10  -0.274
H22 1.34 -1.27 4.23  0.335
H23 -0.43 -1.11 6.14  0.278
H24 -2.41 0.36 5.75  0.442
H25 -2.72 1.45 3.52  0.457

Calculated values
HOMO energy = -2.18 eV
net charge = -2
LUMO energy = 4.18 eV
E = -3296.15810 Eh
energy relative to the best compared isomer or geometry (same formula, charge and spin) = 1.107 eV

---

Question: Among the records above, which one has the lowest E?
Answer: C29H24N6O4PtSSe

---

Question: Number 1 is which compound?
Answer: C29H24N4O6PbSe

---

Please write out number 3 again, unchanged.
The following is a quantum chemistry calculation of C29H25AsIrN4O9 as an isolated structure, from OMol25.

Each line ends with the natural charge from an NBO analysis.
CARTESIAN COORDINATES (ANGSTROEM)
Ir1 1.72 0.53 -0.34  1.126
C1 5.10 0.73 0.48  -0.104
C2 5.07 0.34 -0.84  -0.175
C3 4.19 0.95 -1.73  -0.087
C4 3.33 1.96 -1.28  -0.346
C5 3.40 2.38 0.09  -0.260
C6 4.26 1.76 0.95  -0.184
H1 5.80 0.26 1.16  0.259
H2 5.72 -0.45 -1.20  0.271
H3 4.18 0.66 -2.77  0.263
H4 2.81 2.58 -2.00  0.266
H5 2.83 3.24 0.41  0.272
H6 4.32 2.09 1.98  0.262
O1 -0.76 -1.24 -0.98  -0.607
C7 0.27 -1.69 -1.47  0.679
N1 1.48 -1.04 -1.48  -0.552
C8 2.49 -1.93 -1.93  0.679
O2 3.66 -1.68 -1.97  -0.526
C9 1.79 -3.16 -2.38  -0.146
C10 2.29 -4.31 -2.95  -0.134
C11 1.38 -5.31 -3.27  -0.152
C12 0.02 -5.15 -3.02  -0.151
C13 -0.47 -3.99 -2.44  -0.167
C14 0.44 -3.00 -2.13  -0.065
H7 3.36 -4.43 -3.12  0.250
H8 1.73 -6.22 -3.74  0.247
H9 -0.66 -5.96 -3.26  0.247
H10 -1.53 -3.87 -2.23  0.247
C15 -1.18 1.22 -2.68  -0.947
As1 -0.31 1.49 -0.98  1.415
C16 -0.06 3.41 -0.99  -0.987
C17 -1.74 1.20 0.32  -0.745
C18 -3.00 1.98 0.04  -0.019
C19 -3.20 3.26 0.50  -0.235
C20 -4.47 3.97 0.30  -0.171
C21 -5.52 3.38 -0.37  -0.204
C22 -5.35 2.10 -0.83  -0.172
C23 -4.07 1.39 -0.63  -0.221
H11 -1.92 2.01 -2.80  0.281
H12 -1.64 0.24 -2.69  0.271
H13 -0.46 1.29 -3.49  0.258
H14 -1.01 3.91 -1.17  0.286
H15 0.62 3.67 -1.79  0.246
H16 0.36 3.73 -0.04  0.256
H17 -1.34 1.46 1.29  0.237
H18 -1.92 0.13 0.27  0.276
H19 -2.41 3.75 1.06  0.206
H20 -4.57 4.97 0.69  0.234
H21 -6.45 3.91 -0.53  0.244
H22 -6.16 1.59 -1.34  0.235
H23 -3.98 0.38 -1.00  0.212
O3 -2.47 -0.29 6.07  -0.336
N2 -2.24 -1.29 5.43  0.526
O4 -2.71 -2.39 5.62  -0.319
C24 -1.31 -1.15 4.30  0.027
C25 -0.63 0.03 4.14  -0.119
C26 0.19 0.16 3.03  -0.058
C27 0.44 -0.87 2.09  0.425
O5 1.33 -0.77 1.14  -0.651
C28 -0.27 -2.06 2.35  -0.028
C29 -1.14 -2.20 3.41  -0.106
N3 -0.11 -3.28 1.51  0.536
O6 0.87 -3.35 0.79  -0.368
O7 -0.94 -4.15 1.63  -0.322
N4 0.84 1.45 2.87  0.558
O8 1.12 2.11 3.83  -0.246
O9 1.02 1.84 1.70  -0.496
H24 -0.75 0.84 4.85  0.299
H25 -1.66 -3.13 3.57  0.309

Calculated values
<S²> = 0.760
HOMO energy (spin up / spin down) = -13.84 / -13.84 eV
net charge = +2
LUMO energy (spin up / spin down) = -9.07 / -9.75 eV
2S+1 = 2
E = -4355.45881 Eh
energy relative to the best compared isomer or geometry (same formula, charge and spin) = 2.194 eV